55
Properties=species:S:1:pos:R:3:forces:R:3:lowdin_charge:R:1 method="wB97M-V/def2-TZVPD" lumo_energy_ha=0.0129 mol_weight_g_mol=427.53 e_above_lowest_kj_mol=17.55 energy_ev=-46613.7711 smiles="CCCn1c(SCC(=O)N2CCCc3ccccc32)nc2c1c(=O)n(C)c(=O)n2C" total_charge=0 orbital_gap_ev=8.67
C 2.72748 1.17296 -4.01786 0.122 -0.159 0.051 -0.099
C 3.37251 -0.00307 -3.29581 -0.152 0.168 0.120 -0.214
C 3.17294 0.07232 -1.77999 0.761 -0.238 -0.354 -0.144
N 1.77772 0.03904 -1.43292 -0.477 -0.004 0.189 0.001
C 0.99415 1.05999 -1.03638 0.256 0.232 -0.164 -0.617
S 1.60550 2.66242 -0.68560 0.033 0.126 0.111 0.990
C 2.06159 2.33245 1.06754 0.109 -0.115 -0.346 -0.323
C 1.06679 1.35725 1.68355 0.553 0.102 0.038 -0.515
O 1.39379 0.18724 1.76580 0.092 -0.076 -0.025 0.063
N -0.12641 1.84450 2.09490 -0.168 0.079 0.309 0.020
C -0.61886 3.17621 1.79200 -0.177 0.340 -0.270 -0.141
C -1.79104 3.05355 0.82282 -0.045 0.105 0.095 -0.166
C -2.94232 2.37306 1.54847 0.113 0.141 -0.122 -0.141
C -2.46481 1.21188 2.37767 0.019 0.015 0.025 -0.177
C -3.40883 0.35120 2.92636 0.089 -0.071 0.119 -0.058
C -3.03889 -0.71592 3.72156 -0.138 0.012 -0.043 -0.086
C -1.69815 -0.92299 3.99662 0.062 0.058 -0.004 -0.074
C -0.74330 -0.07677 3.46719 0.060 -0.114 0.129 -0.002
C -1.11120 0.98163 2.64026 -0.276 -0.349 0.092 -0.138
N -0.26554 0.71260 -0.83599 -0.475 -0.226 -0.028 0.166
C -0.29754 -0.60840 -1.09860 1.308 -0.009 -0.353 -0.205
C 0.95672 -1.05967 -1.48526 -0.719 0.070 0.186 -0.047
C 1.21163 -2.43222 -1.80866 0.006 0.281 0.000 -0.356
O 2.26895 -2.91565 -2.16485 0.218 0.025 -0.004 0.074
N 0.05158 -3.19909 -1.67795 0.115 -0.258 -0.041 0.035
C 0.15604 -4.62190 -1.95954 0.050 -0.299 -0.081 -0.005
C -1.21259 -2.77663 -1.28901 -0.190 0.296 0.024 -0.437
O -2.13672 -3.55603 -1.21381 -0.168 -0.291 0.028 0.083
N -1.37011 -1.43451 -1.01302 -0.068 -0.162 -0.037 0.024
C -2.65110 -0.92910 -0.57214 -0.273 0.014 0.120 0.015
H 2.91541 1.10731 -5.08621 -0.032 0.054 -0.111 0.072
H 1.64994 1.18293 -3.86405 -0.116 0.029 -0.027 0.070
H 3.13073 2.11574 -3.65341 0.019 0.142 -0.005 0.068
H 2.95876 -0.94537 -3.65741 0.095 -0.043 0.020 0.101
H 4.44573 -0.01315 -3.48985 0.038 -0.079 0.007 0.114
H 3.59378 1.00393 -1.39341 -0.082 -0.138 0.027 0.103
H 3.65938 -0.78183 -1.30301 -0.045 0.151 0.029 0.134
H 2.12889 3.29287 1.57230 -0.028 0.043 -0.003 0.078
H 3.03858 1.84703 1.07167 -0.175 0.021 0.145 0.086
H -0.94943 3.63962 2.72911 0.075 0.033 -0.060 0.140
H 0.16224 3.79176 1.35588 -0.015 -0.083 0.110 0.086
H -1.47037 2.44692 -0.02595 -0.028 0.151 0.070 0.079
H -2.08703 4.03877 0.46241 -0.012 0.043 -0.011 0.116
H -3.43290 3.08972 2.21668 -0.041 -0.016 -0.054 0.124
H -3.69551 2.02961 0.83663 -0.044 0.008 0.028 0.116
H -4.45382 0.52917 2.71482 -0.116 0.027 -0.031 0.115
H -3.79004 -1.37594 4.12772 -0.073 -0.066 0.038 0.101
H -1.39174 -1.74167 4.62949 0.043 -0.074 0.055 0.103
H 0.29675 -0.24114 3.69143 0.028 -0.008 -0.013 0.111
H -0.53326 -4.89045 -2.75945 0.033 -0.023 0.056 0.099
H -0.10315 -5.19448 -1.06960 -0.002 0.000 -0.063 0.100
H 1.18248 -4.82384 -2.25611 -0.131 0.007 0.034 0.086
H -2.90178 -0.04053 -1.14988 -0.044 0.009 0.014 0.097
H -2.60614 -0.67024 0.48678 -0.047 0.002 -0.031 0.083
H -3.38954 -1.71228 -0.73098 0.059 0.119 0.015 0.094

=====

55
Properties=species:S:1:pos:R:3:forces:R:3:lowdin_charge:R:1 method="wB97M-V/def2-TZVPD" lumo_energy_ha=0.0213 mol_weight_g_mol=411.46 e_above_lowest_kj_mol=486.31 energy_ev=-37821.4417 smiles="COCC[C@@H]1CCCCN1C(=O)c1cc(COc2ccc(-n3cncn3)cc2)on1" total_charge=0 orbital_gap_ev=9.22
C -4.45725 3.67000 -0.72927 0.047 -0.011 -0.014 -0.098
O -5.68433 2.97470 -0.67026 -0.068 -0.037 -0.166 -0.190
C -5.96250 2.36809 0.56451 -0.045 -0.171 0.289 -0.231
C -5.00085 1.23972 0.96393 -0.062 0.194 -0.445 -0.111
C -4.77985 0.23805 -0.17914 -0.202 0.395 -0.303 -0.270
C -5.95456 -0.71450 -0.41524 0.062 0.048 0.185 -0.128
C -6.06802 -1.78348 0.66620 0.059 -0.123 -0.245 -0.195
C -4.74346 -2.53026 0.76893 -0.032 0.237 0.226 -0.166
C -3.61869 -1.54010 1.06150 0.088 -0.534 0.231 -0.145
N -3.55464 -0.52548 0.03325 -0.105 0.012 -0.128 -0.001
C -2.45214 -0.13904 -0.63417 -0.385 0.027 0.057 -0.381
O -2.43664 0.83305 -1.37683 0.315 0.063 -0.083 0.065
C -1.18983 -0.91622 -0.48509 1.027 -0.338 -0.114 -0.166
C 0.09108 -0.36382 -0.75517 0.346 -0.626 0.129 0.082
C 0.94008 -1.41891 -0.59716 -0.445 0.930 -0.093 -0.212
C 2.41957 -1.54733 -0.72584 0.029 -0.351 -0.128 -0.115
O 3.00446 -0.42577 -0.10255 -0.142 0.129 0.085 -0.024
C 4.36041 -0.30430 -0.11464 0.326 0.078 0.011 -0.261
C 4.87115 0.83354 0.51497 -0.173 -0.265 -0.144 0.013
C 6.22710 1.05669 0.56377 0.115 -0.095 -0.072 -0.003
C 7.10691 0.14485 -0.01801 -0.949 -0.150 -0.022 -0.193
N 8.48056 0.39856 0.04821 1.098 -0.192 -0.204 -0.077
C 9.52450 -0.28130 -0.48093 -0.079 0.213 0.136 -0.138
N 10.65169 0.30865 -0.17526 0.454 -0.320 -0.236 0.077
C 10.25969 1.37108 0.55842 -0.243 -0.219 -0.136 -0.215
N 8.96373 1.46003 0.71387 -0.326 0.580 0.422 0.100
C 6.60550 -0.98805 -0.64304 0.284 0.310 0.165 -0.010
C 5.24014 -1.21294 -0.69205 -0.394 0.000 0.017 -0.013
O 0.23183 -2.51199 -0.26726 0.682 0.007 -0.088 0.036
N -1.07828 -2.19241 -0.20604 -1.002 -0.001 -0.018 0.107
H -3.60216 2.98959 -0.78429 -0.012 0.015 0.018 0.070
H -4.34145 4.33604 0.13428 -0.004 0.023 0.001 0.091
H -4.49278 4.26468 -1.64018 0.084 0.033 0.035 0.092
H -5.96587 3.12474 1.36674 -0.056 -0.079 -0.088 0.123
H -6.97765 1.97743 0.45676 0.037 0.040 0.109 0.120
H -4.03211 1.67183 1.22534 0.024 -0.036 0.075 0.123
H -5.40494 0.75190 1.85131 0.031 0.020 0.116 0.111
H -4.62247 0.82130 -1.09277 -0.040 -0.153 0.252 0.139
H -6.87253 -0.13091 -0.47996 -0.047 0.029 -0.081 0.114
H -5.80431 -1.20706 -1.37833 -0.043 0.029 -0.062 0.125
H -6.30845 -1.32762 1.62879 -0.053 -0.016 0.079 0.107
H -6.87479 -2.47465 0.41680 -0.056 0.024 0.070 0.110
H -4.77930 -3.27659 1.56326 0.038 -0.053 0.000 0.113
H -4.53193 -3.04079 -0.17171 0.043 -0.078 -0.041 0.120
H -2.66750 -2.06570 1.10815 -0.242 0.153 0.166 0.096
H -3.80889 -1.05131 2.02558 0.042 -0.047 0.002 0.130
H 0.31463 0.64664 -1.01863 0.083 0.221 -0.080 0.127
H 2.69348 -1.58139 -1.79191 0.017 -0.031 0.192 0.147
H 2.73658 -2.48343 -0.24592 0.011 0.103 -0.099 0.145
H 4.17696 1.52804 0.95922 -0.072 0.104 0.066 0.122
H 6.63244 1.93023 1.04799 -0.020 0.057 0.032 0.106
H 9.44081 -1.17061 -1.06886 -0.143 -0.212 -0.132 0.118
H 10.94458 2.07915 0.97648 0.093 0.211 0.132 0.101
H 7.26807 -1.70884 -1.09490 0.062 -0.076 -0.040 0.105
H 4.88224 -2.10379 -1.18284 -0.058 -0.073 -0.036 0.106

=====

53
Properties=species:S:1:pos:R:3:forces:R:3:lowdin_charge:R:1 method="wB97M-V/def2-TZVPD" lumo_energy_ha=0.0193 mol_weight_g_mol=387.43 e_above_lowest_kj_mol=281.85 energy_ev=-35957.3504 smiles="COCCOC(=O)c1[nH]c2c(c1C)C(=O)C[C@@H](c1ccc(OC)c(OC)c1)C2" total_charge=0 orbital_gap_ev=8.65
C 6.93491 2.52132 0.38329 0.040 -0.008 0.011 -0.105
O 5.75505 2.96598 -0.24576 0.006 0.066 -0.195 -0.182
C 4.66607 2.08899 -0.13063 -0.294 -0.224 -0.047 -0.202
C 4.79597 0.83880 -1.01735 0.608 0.371 0.219 -0.145
O 3.56745 0.12986 -1.07326 -0.415 -0.142 0.052 -0.011
C 3.29543 -0.68175 -0.01352 0.380 0.095 0.127 -0.415
O 4.05077 -0.81310 0.92091 -0.120 0.023 -0.156 0.112
C 2.01816 -1.33892 -0.18367 -0.274 -0.448 0.452 -0.104
N 1.23255 -1.10664 -1.29793 -0.052 0.090 -0.200 0.166
C 0.10645 -1.82489 -1.21422 -0.092 -0.234 0.198 -0.173
C 0.13924 -2.55115 -0.02788 0.374 0.245 -0.149 -0.063
C 1.35637 -2.24328 0.63405 0.258 0.354 -0.368 -0.115
C 1.80805 -2.79124 1.93333 0.133 0.006 0.142 -0.011
C -0.95177 -3.41609 0.38662 -0.135 -0.009 -0.383 -0.377
O -0.95528 -4.08516 1.39884 0.022 -0.014 0.109 0.088
C -2.11613 -3.44856 -0.59685 -0.214 -0.023 0.061 -0.062
C -2.30473 -2.18538 -1.44102 0.077 0.005 -0.096 -0.254
C -2.74113 -0.97290 -0.65015 -0.153 0.044 0.001 -0.189
C -2.58728 -0.84525 0.71868 -0.049 -0.041 -0.084 -0.014
C -2.97690 0.31845 1.36055 -0.055 0.164 0.087 -0.001
C -3.52740 1.39116 0.67288 -0.050 0.120 0.059 -0.190
O -3.90257 2.56326 1.28331 0.048 -0.221 -0.454 -0.117
C -3.76468 2.67196 2.67773 0.027 0.024 0.219 -0.082
C -3.70492 1.26857 -0.71816 0.021 -0.102 -0.122 -0.188
O -4.22190 2.19546 -1.57539 0.258 -0.293 0.077 -0.069
C -4.85638 3.36149 -1.10057 -0.241 0.441 0.034 -0.076
C -3.30660 0.09128 -1.33946 -0.032 0.179 0.236 0.043
C -1.00045 -1.86013 -2.19770 -0.111 -0.046 -0.157 -0.061
H 7.62057 3.36666 0.37273 0.060 -0.082 0.044 0.089
H 6.74014 2.22075 1.41878 0.019 0.000 -0.002 0.094
H 7.39219 1.68152 -0.15020 0.025 0.015 0.043 0.086
H 3.79069 2.66021 -0.45366 0.021 -0.125 0.058 0.133
H 4.52445 1.77336 0.91299 -0.017 0.057 -0.113 0.125
H 5.02477 1.12948 -2.04480 -0.012 -0.027 0.120 0.137
H 5.57462 0.17460 -0.62841 -0.081 0.103 -0.146 0.124
H 1.49875 -0.47515 -2.03654 -0.079 -0.050 0.030 0.169
H 1.05716 -2.59678 2.69740 -0.013 -0.039 0.075 0.090
H 1.91207 -3.87298 1.86101 -0.002 -0.055 0.064 0.094
H 2.75662 -2.34978 2.22186 0.018 -0.032 0.069 0.070
H -1.92137 -4.29257 -1.26681 -0.015 -0.037 0.002 0.135
H -3.02844 -3.67788 -0.04358 0.071 -0.053 0.026 0.133
H -3.08348 -2.39014 -2.18476 0.100 0.004 0.061 0.146
H -2.16881 -1.64127 1.31128 -0.003 -0.054 0.120 0.110
H -2.83718 0.38120 2.42741 -0.007 0.060 0.108 0.105
H -4.14057 3.66315 2.92840 0.042 -0.080 0.048 0.095
H -2.71776 2.59448 2.98831 -0.045 -0.018 -0.003 0.097
H -4.35860 1.91727 3.20320 0.039 0.016 -0.016 0.098
H -5.67585 3.12548 -0.41840 0.048 0.029 -0.043 0.097
H -4.15412 4.03241 -0.60210 -0.095 -0.053 -0.057 0.092
H -5.25509 3.84842 -1.99075 0.006 -0.018 0.075 0.093
H -3.46301 0.03237 -2.40631 -0.034 -0.002 -0.167 0.132
H -0.80734 -2.64047 -2.94219 0.001 0.046 -0.031 0.131
H -1.08873 -0.90650 -2.72154 -0.013 -0.027 -0.037 0.123